1.
A molecular structure, C28H45BrN2OP2V at a distorted geometry. Source: the OMol25 dataset; level of theory: wB97M-V/def2-TZVPD.

Properties
Spin multiplicity: 4
Total charge: +2
ΔE to the lowest compared entry with this formula, charge and spin in eV: 0.000
HOMO energy (spin up / spin down) in eV: -12.614 / -12.604
F_max in eV/A: 6.1

Atoms and positions in Å:
Br1 -1.28291 -1.16621 -0.26904
V1 -0.81583 2.99645 -2.99951
P1 -2.36880 -2.51585 -4.11258
P2 2.60867 -0.85361 -1.31664
O1 0.04668 3.13472 -0.38873
N1 -0.02492 2.61174 1.85544
N2 -0.96632 7.81533 -6.60087
C1 -0.55631 2.69937 0.63190
C2 -0.06945 -4.05623 -3.75851
C3 -0.25171 1.03925 -3.65735
C4 5.23526 -0.29315 -0.38576
C5 -0.80030 2.05128 2.96102
C6 2.93344 -3.41850 -0.04832
C7 -2.51103 1.65994 -3.15574
C8 2.46362 -1.98071 0.13207
C9 4.14767 -1.03365 -3.72083
C10 -1.32361 5.44671 -6.51361
C11 -1.48935 1.56470 -4.16567
C12 -2.82730 -1.14954 -5.20434
C13 -0.95971 5.38785 -5.15401
C14 -0.57971 6.60316 -4.54997
C15 -0.59109 -2.61184 -3.71606
C16 -2.45995 0.88691 -1.96280
C17 -1.00951 4.11077 -4.51051
C18 -0.18434 0.41574 -2.38658
C19 -3.33891 -2.45934 -2.57603
C20 1.37402 2.94751 2.11425
C21 -0.60613 7.78111 -5.31835
C22 3.26703 -1.81013 -2.73913
C23 -1.27526 2.84800 -4.81528
C24 -3.14536 -1.68436 -6.61040
C25 -1.35476 0.06284 -1.68040
C26 3.92498 0.33273 -0.84917
C27 -1.31906 6.67616 -7.18560
C28 -4.60493 -3.32648 -2.54746
H1 -4.37034 -4.34920 -2.85697
H2 -1.99678 -0.43267 -5.20731
H3 -0.32627 -4.55836 -4.70299
H4 -0.60920 0.97566 3.08974
H5 -1.61201 4.56235 -7.05451
H6 1.02156 -4.07188 -3.63963
H7 -0.25755 6.65201 -3.51378
H8 -2.66070 -2.78268 -1.77347
H9 -5.01148 -3.36076 -1.52956
H10 3.49006 0.96213 -0.05479
H11 5.72871 -0.85327 -1.18865
H12 -1.61606 6.69287 -8.23857
H13 5.08819 -0.96169 0.47009
H14 1.45475 3.24216 3.16595
H15 -1.86814 2.20314 2.76471
H16 -0.05816 -1.95825 -4.43002
H17 -0.32543 8.73879 -4.87512
H18 0.60088 0.96863 -4.32806
H19 5.92016 0.50471 -0.07141
H20 3.90770 0.03642 -3.74730
H21 -2.25976 -2.14661 -7.06533
H22 2.82201 -3.95144 0.90417
H23 2.32639 -3.95487 -0.78840
H24 -3.94831 -2.42782 -6.54532
H25 2.99588 -1.50079 0.96841
H26 0.79286 0.06924 -2.02888
H27 2.02993 2.07636 1.96138
H28 -1.61001 2.35700 0.57878
H29 1.68462 3.77092 1.46523
H30 -3.70554 -0.65045 -4.76928
H31 -3.57217 -1.40906 -2.37923
H32 -5.37807 -2.90967 -3.20056
H33 -0.46642 -2.20826 -2.69855
H34 1.38634 -1.97558 0.36873
H35 5.20845 -1.14286 -3.46249
H36 -3.48508 -0.86872 -7.25439
H37 4.09449 0.99931 -1.70808
H38 -0.51698 2.55769 3.89028
H39 -0.50546 -4.63569 -2.93122
H40 3.80643 -2.68568 -2.34904
H41 3.98784 -3.48899 -0.34270
H42 2.38264 -2.20748 -3.26863
H43 -3.47442 2.06827 -3.49466
H44 -3.32297 0.85862 -1.30654
H45 4.01222 -1.43950 -4.73105

Forces on atoms 1 to 6 (eV/Å):
0.080 0.413 0.442
1.553 1.218 5.766
0.069 0.676 0.931
-0.045 0.656 -0.086
-1.044 -0.682 0.153
-0.205 -0.086 -0.669

Results of the Mulliken charge analysis, in e, for atoms 1 through 4: 0.104, 0.281, 0.023, 0.757

2.
5 unconnected molecules or ions with the total composition C28H45ClN2O16P2 at a distorted geometry. Source: the OMol25 dataset; level of theory: wB97M-V/def2-TZVPD.

Properties
HOMO energy in eV: -9.151
Structure (SMILES): C#C[C@@]1([C@H](C)CCC)NC(=O)[C@@H](C)[C@]1(P(O)Cl)P(=N)(O)O.C[C@@H]1COC(=O)O1.C[C@@H]1COC(=O)O1.C[C@@H]1COC(=O)O1.C[C@@H]1COC(=O)O1
F_max in eV/A: 4.0

Atoms and positions in Å:
Cl1 2.33641 3.18381 2.37014
P1 0.43760 2.27761 2.01943
P2 -0.97409 0.37067 -0.02574
O1 -1.24144 -11.02071 4.19280
O2 -1.93622 -7.94499 0.16179
O3 -3.17413 -6.17154 -0.50154
O4 1.31130 -1.14963 -5.67556
O5 -1.52547 8.13734 3.20450
O6 -1.05533 -5.86115 0.16704
O7 0.61589 -9.88909 4.74959
O8 3.68981 2.48889 -1.20388
O9 -0.92850 -0.82101 1.14013
O10 2.47919 -2.98879 -5.06137
O11 -0.80422 -0.39545 -1.50338
O12 -0.48323 -11.08800 6.32323
O13 3.18937 -0.95337 -4.42875
O14 0.44886 0.92752 3.05690
O15 -3.00779 9.79805 3.50403
O16 -2.67299 8.95204 1.43286
N1 1.56243 3.53115 -0.77454
N2 -2.41437 1.04305 0.00322
C1 -0.85519 5.91240 -4.30472
C2 -2.04577 -6.77353 -0.04039
C3 -0.70773 5.62676 -2.73010
C4 2.52471 2.44754 -0.89095
C5 0.36369 2.91684 -3.31928
C6 -2.62437 9.32982 4.79577
C7 -1.37542 4.83431 0.88313
C8 -2.42667 8.96448 2.59815
C9 0.31336 1.71925 0.20113
C10 -0.53137 4.08530 0.39859
C11 -1.53902 4.32614 -2.34675
C12 -0.95175 -10.11985 3.11703
C13 2.51472 0.07379 0.12769
C14 0.13635 3.09896 -0.65380
C15 -1.47713 -4.65716 -0.48461
C16 3.78581 -3.14501 -4.50865
C17 -1.30059 8.68036 4.50967
C18 1.59939 1.18454 -0.54763
C19 5.32885 -1.46430 -3.39287
C20 -0.89851 7.59951 5.49326
C21 3.90619 -1.91772 -3.65270
C22 2.23358 -1.64927 -5.11056
C23 -0.37991 -10.70198 5.20022
C24 -0.87631 -3.43237 0.17628
C25 -1.30526 -10.72962 1.77701
C26 -0.62426 3.02899 -2.05189
C27 0.51324 -9.86708 3.32613
C28 -2.97021 -4.76464 -0.37091
H1 -0.47922 -11.31753 1.36868
H2 -1.49056 -3.07723 1.00319
H3 -1.85041 5.58934 -4.72225
H4 -1.97678 5.31081 1.70047
H5 5.38535 -0.37714 -3.31153
H6 0.11477 -3.65044 0.57949
H7 -3.49604 -4.22042 -1.15533
H8 -2.12829 4.04122 -3.27844
H9 -1.52873 -0.48679 1.84674
H10 -0.78914 -2.61684 -0.54026
H11 -3.38937 8.62946 5.14423
H12 -1.08544 6.55216 -2.19176
H13 2.21599 -0.22820 1.17042
H14 -3.35866 -4.45404 0.60347
H15 -1.54017 -9.94774 1.05287
H16 -1.14540 -4.71829 -1.52691
H17 -0.32554 6.81271 4.99897
H18 4.50330 -3.17547 -5.33390
H19 -0.29177 8.02071 6.29707
H20 -2.54772 10.15620 5.50233
H21 0.39903 5.55084 -2.53689
H22 6.00265 -1.76508 -4.19852
H23 -0.26539 3.11498 -4.24391
H24 -0.05584 5.31196 -4.84630
H25 3.37291 -2.03284 -2.70243
H26 0.83892 -8.90647 2.92712
H27 -0.49757 9.41965 4.42062
H28 -1.68579 -0.65261 -1.84120
H29 0.73648 1.85597 -3.34158
H30 5.70731 -1.90393 -2.46796
H31 -2.34058 2.05267 0.16773
H32 1.20830 0.33599 2.88073
H33 -2.31549 4.49261 -1.54514
H34 -1.76950 7.12663 5.95321
H35 1.15525 -10.65800 2.92691
H36 -1.54589 -9.21467 3.28186
H37 -0.75729 7.01795 -4.54197
H38 1.17456 3.69292 -3.32377
H39 -1.33152 2.15326 -2.15550
H40 -2.16533 -11.39655 1.86276
H41 1.73459 4.34433 -1.36737
H42 2.49353 -0.87196 -0.50514
H43 1.45916 0.75877 -1.59551
H44 3.85914 -4.07028 -3.93711
H45 3.60871 0.36851 0.17265

Forces on atoms 1 to 6 (eV/Å):
-0.596 -1.000 -0.548
-0.868 -0.170 2.084
-3.767 1.239 -0.118
0.518 0.252 0.581
-0.083 0.492 -0.084
0.367 -0.327 0.149

Results of the Mulliken charge analysis, in e, for atoms 1 through 4: -0.224, 0.135, 1.128, -0.383

no.,E_tot (Eh)
1,-5478.6211
2,-3550.1746